1.
The following is a DFT calculation (ωB97M-V/def2-TZVPD) of a molecular structure, C14H24Cl3N2O3S4SbSe2SiW.

Last column: natural (NBO) charge in e.
CARTESIAN COORDINATES (ANGSTROEM)
W  0.54401  1.03510  -0.99449  0.501
C  -2.73860  1.13036  3.72311  -0.793
Se  -2.67643  1.45778  1.81608  0.279
C  -1.64331  3.10927  1.91578  -0.584
C  -0.20800  2.97645  2.37358  -0.579
Se  0.76064  1.45699  1.65314  0.551
C  2.49511  2.14558  2.13321  -0.789
H  -3.21620  1.96516  4.22909  0.218
H  -1.74095  0.95686  4.12185  0.217
H  -3.33454  0.23305  3.87350  0.237
H  -2.16604  3.73869  2.63472  0.226
H  -1.71209  3.57005  0.93694  0.254
H  -0.15498  2.81871  3.44663  0.222
H  0.38950  3.84745  2.11004  0.244
H  2.64114  3.13124  1.71139  0.242
H  3.22217  1.44700  1.74762  0.252
H  2.51809  2.16629  3.21810  0.225
S  4.24200  2.49166  -1.29030  -0.568
Sb  3.98141  0.18513  -1.67832  1.405
S  2.34457  -0.43846  -0.10385  -0.614
S  2.56726  0.18231  -3.58837  -0.170
S  5.71121  -1.18511  -1.78239  -0.655
O  1.39237  -2.86889  2.38076  -0.728
C  0.90078  -3.82328  1.44214  0.085
N  -0.41080  -4.22729  1.84653  -0.614
C  -1.61603  -3.64595  1.55669  0.672
O  -2.64517  -4.04953  2.06382  -0.594
C  -1.73015  -2.55078  0.51825  -0.183
C  -2.86362  -2.57869  -0.27746  -0.088
C  -3.08702  -1.55441  -1.17275  -0.253
C  -2.15138  -0.54350  -1.26603  0.080
N  -1.04854  -0.51408  -0.51378  -0.544
C  -0.86000  -1.48501  0.38908  0.088
H  2.22920  -2.52014  2.04191  0.486
H  1.52968  -4.70906  1.43065  0.178
H  0.87471  -3.41402  0.43253  0.178
H  -0.48150  -4.89261  2.60079  0.413
H  -3.56818  -3.39551  -0.16017  0.248
H  -3.97134  -1.52181  -1.79677  0.236
H  -2.28018  0.27664  -1.95168  0.226
H  -0.01174  -1.38507  1.04449  0.235
Cl  1.91193  4.66606  -0.42579  -0.434
Si  2.14034  2.91134  -1.60019  0.957
Cl  2.04425  3.76749  -3.50847  -0.418
Cl  -1.09733  2.64027  -1.20692  -0.257
C  -0.16365  1.04331  -4.49266  -0.249
O  -0.08271  0.58708  -3.13308  -0.591
C  1.00811  -0.21156  -2.70712  -0.045
C  0.73974  -1.68721  -2.80118  -0.694
H  -0.11646  0.17306  -5.14426  0.190
H  0.64237  1.73829  -4.70824  0.220
H  -1.12084  1.54276  -4.59388  0.207
H  0.80331  -2.01559  -3.84212  0.220
H  -0.24278  -1.95319  -2.40955  0.210
H  1.50667  -2.22070  -2.24264  0.240

HOMO-LUMO gap (alpha / beta) in eV: 6.321 / 6.322
Energy relative to the best compared isomer or geometry (same formula, charge and spin) in kJ/mol: 0.0
Energy in eV: -251877.41759
LUMO energy (alpha / beta) in eV: -1.63 / -1.63
Net charge: 0



2.
The following is a DFT calculation (ωB97M-V/def2-TZVPD) of a molecular structure, C14H9N7O7 in a non-equilibrium geometry.

Last column: natural (NBO) charge in e.
CARTESIAN COORDINATES (ANGSTROEM)
O  -1.22224  -3.07739  -2.89224  -0.351
N  -1.09344  -2.96813  -1.68524  0.413
C  -0.06003  -2.70562  -0.80725  0.004
C  -0.59499  -2.73405  0.50011  0.100
N  -1.92796  -3.02146  0.47508  -0.063
O  -2.22409  -3.18195  -0.84977  -0.151
C  0.24318  -2.32545  1.62381  -0.030
N  -0.27059  -2.07870  2.96664  0.503
O  -1.32736  -2.59339  3.36561  -0.346
O  0.41244  -1.30427  3.69570  -0.423
C  1.57830  -1.99366  1.38850  -0.141
C  2.06397  -1.99340  0.08350  -0.039
N  3.17794  -1.30591  -0.41083  0.426
O  4.14782  -0.80401  0.14117  -0.364
O  2.98874  -1.15923  -1.78820  -0.136
N  1.83942  -1.78428  -2.20549  -0.073
C  1.27753  -2.29254  -1.06258  0.109
H  2.20087  -1.50124  2.21715  0.357
C  3.34232  -7.01022  1.39384  -0.257
O  4.01781  -6.80468  2.64644  -0.492
C  4.01099  -5.57093  3.20842  0.329
C  3.35462  -4.44852  2.63856  -0.347
C  3.45418  -3.23855  3.31687  0.195
C  4.16131  -3.15124  4.51691  0.065
C  4.81043  -4.23158  5.09795  -0.202
C  4.73136  -5.45540  4.43681  -0.247
N  4.02125  -1.84202  4.95769  -0.508
C  3.26086  -1.16267  4.06615  0.288
N  2.91982  -1.97618  3.08189  -0.535
H  3.50477  -8.06679  1.17870  0.208
H  2.26654  -6.80532  1.48332  0.184
H  3.78021  -6.39201  0.59777  0.183
H  2.79279  -4.50695  1.70413  0.231
H  5.35548  -4.09229  6.03162  0.224
H  5.21515  -6.35078  4.82425  0.235
H  4.43980  -1.45021  5.79289  0.424
H  2.95744  -0.13056  4.17365  0.228

HOMO-LUMO gap in eV: 7.360
Energy relative to the best compared isomer or geometry (same formula, charge and spin) in kJ/mol: 137.2
Energy in eV: -39412.13480
LUMO energy in eV: -1.44
Net charge: 0



3.
The following is a DFT calculation (ωB97M-V/def2-TZVPD) of a molecular structure, C11H6N12OS2Tm.

Last column: Löwdin spin population.
CARTESIAN COORDINATES (ANGSTROEM)
Tm  -0.17530  1.02894  0.42956  2.017
N  -1.25536  4.69989  0.55920  0.000
C  0.08296  4.46651  0.30945  0.000
N  0.94708  5.44293  0.11563  0.000
N  2.12242  4.78298  -0.08655  0.000
N  1.95857  3.51904  -0.01203  0.000
N  0.63306  3.25830  0.24071  -0.002
C  -2.20201  3.73746  0.82189  0.000
N  -3.48568  4.02556  0.92402  0.000
N  -4.06004  2.82923  1.22591  0.000
N  -3.18424  1.90861  1.30194  0.001
N  -1.94152  2.44303  1.03800  -0.003
H  -1.58648  5.63621  0.42018  0.000
S  2.00632  -0.25209  1.24827  -0.001
C  2.24333  -0.48554  -0.48146  0.000
S  1.19174  0.19463  -1.69038  -0.001
C  3.35873  -1.19974  -0.88768  0.000
C  3.65473  -1.42439  -2.26922  0.000
N  3.91873  -1.63701  -3.37179  0.000
C  4.28014  -1.76621  0.04963  0.000
N  5.05538  -2.23501  0.76374  0.000
O  -1.46637  -0.62035  0.34260  0.042
N  -1.15542  -1.93233  0.11882  0.261
C  -0.95406  -2.75908  1.20389  0.130
C  -0.84858  -4.10248  1.01816  0.055
C  -0.98865  -4.68512  -0.26402  0.269
C  -1.29923  -3.80142  -1.32722  0.057
C  -1.40307  -2.45942  -1.13132  0.128
H  -0.85471  -2.25742  2.15229  0.013
H  -0.64195  -4.70753  1.89273  -0.001
H  -0.87422  -5.74646  -0.42193  0.021
H  -1.45150  -4.16630  -2.33570  -0.001
H  -1.62483  -1.73543  -1.89736  0.012

HOMO-LUMO gap (alpha / beta) in eV: 4.989 / 7.704
2S+1: 4
Energy in eV: -82634.55948
LUMO energy (alpha / beta) in eV: 4.77 / 4.75
Net charge: -2



4.
The following is a DFT calculation (ωB97M-V/def2-TZVPD) of a molecular structure, C3H6F2N2 in a non-equilibrium geometry.

Last column: natural (NBO) charge in e.
CARTESIAN COORDINATES (ANGSTROEM)
C  0.48836  1.20079  1.12120  -0.012
C  0.02248  -0.84061  -0.40020  -0.624
C  -0.56713  0.49319  0.17374  -0.400
N  -0.05904  2.01300  2.17899  0.102
N  0.51407  0.81965  2.52896  0.133
F  0.65256  3.28009  2.35586  -0.220
F  2.06435  0.94155  3.00298  -0.319
H  1.53249  1.31828  0.69243  0.247
H  0.98649  -0.38631  -0.60723  0.203
H  -0.53761  -1.33967  -1.21998  0.229
H  0.22617  -1.72399  0.21911  0.222
H  -1.57863  0.44107  0.72750  0.223
H  -0.67820  1.09663  -0.65726  0.215

HOMO-LUMO gap in eV: 9.830
Energy relative to the best compared isomer or geometry (same formula, charge and spin) in kJ/mol: 669.2
Energy in eV: -11616.39869
LUMO energy in eV: -0.92
Net charge: 0



5.
The following is a DFT calculation (ωB97M-V/def2-TZVPD) of 12 unconnected molecules or ions with the total composition C14H49F3N20O13 in a non-equilibrium geometry.

Last column: Löwdin charge in e.
CARTESIAN COORDINATES (ANGSTROEM)
O  -1.79849  -0.13497  -2.81979  0.245
H  -1.36604  -0.99468  -3.01953  0.081
H  -1.70644  0.19748  -1.88460  0.080
H  -1.63801  0.56998  -3.45929  0.158
C  -0.40180  0.04813  0.33270  -0.446
O  0.40328  -0.59703  -0.63540  -0.114
O  -1.27175  0.82511  -0.36080  -0.190
C  -0.98661  -0.98817  1.41663  -0.492
F  -0.06047  -1.51154  2.28663  0.092
F  -2.00480  -0.53627  2.17186  0.122
F  -1.37764  -2.11471  0.82552  0.123
C  1.51451  -1.36643  -0.12601  -0.237
C  2.66015  -1.54980  -1.09519  -0.078
H  2.36137  -2.08135  -2.00262  0.067
H  3.05283  -0.62394  -1.52539  0.060
H  3.51377  -2.08979  -0.69667  0.056
H  1.23831  -2.42050  -0.03424  0.105
H  2.02397  -1.12068  0.80781  0.121
H  0.27650  0.67793  0.92692  0.136
C  -0.21975  -3.57243  -2.60009  -0.659
O  -0.70917  -2.50568  -2.93786  0.028
N  -0.52283  -4.18066  -1.43530  0.184
N  0.73849  -4.24787  -3.26035  0.172
H  -0.94944  -3.55033  -0.77183  0.096
H  -0.02231  -5.01321  -1.18497  0.108
H  1.17449  -3.77063  -4.03445  0.117
H  1.13075  -5.13521  -3.00408  0.108
C  1.46479  2.51367  -2.85086  -0.692
O  1.67794  3.04964  -3.94901  0.002
N  1.77650  3.00004  -1.61498  0.156
N  1.07176  1.28483  -2.67711  0.174
H  2.14556  3.92963  -1.50486  0.103
H  1.70138  2.45611  -0.77312  0.069
H  0.96302  0.68962  -3.48149  0.117
H  0.87403  0.97559  -1.73592  0.070
C  1.36212  -3.01356  5.59514  -0.705
O  1.84249  -2.09619  6.23184  0.030
N  0.16725  -2.88051  4.99520  0.144
N  1.89711  -4.25113  5.34512  0.140
H  -0.06937  -3.62016  4.35513  0.092
H  -0.48510  -2.12610  5.10166  0.106
H  1.25880  -4.98559  5.09640  0.090
H  2.72301  -4.45297  5.88504  0.103
C  -5.20544  0.97226  2.64134  -0.680
O  -5.67767  0.84819  1.51394  0.001
N  -5.87831  0.86146  3.79718  0.160
N  -3.93544  1.37612  2.81565  0.185
H  -5.34461  0.99227  4.63748  0.103
H  -6.88435  0.87311  3.78091  0.117
H  -3.87062  1.79272  3.73006  0.096
H  -3.08990  1.09497  2.34992  0.089
C  -5.24899  1.70529  -1.86967  -0.697
O  -4.91125  2.05786  -3.00179  -0.006
N  -6.48567  1.61655  -1.34282  0.148
N  -4.34429  1.48262  -0.89682  0.163
H  -7.30257  1.94517  -1.82973  0.101
H  -6.68439  1.10718  -0.49924  0.067
H  -3.38518  1.69810  -1.11001  0.075
H  -4.68413  1.19956  0.01477  0.044
C  4.00545  -0.21307  -5.77727  -0.755
O  4.29912  -1.38880  -5.62130  0.010
N  3.72584  0.62856  -4.80525  0.181
N  4.03156  0.32210  -7.00357  0.148
H  3.38841  1.55745  -5.00900  0.092
H  3.46974  0.20833  -3.92620  0.090
H  3.34561  0.99878  -7.29180  0.104
H  4.46873  -0.32285  -7.64235  0.108
C  3.72403  1.72019  1.38274  -0.737
O  4.07206  0.79868  2.10182  0.019
N  2.79943  2.59092  1.74395  0.169
N  4.27653  1.93461  0.20388  0.196
H  2.96937  3.50938  1.36587  0.107
H  2.31952  2.43848  2.61513  0.119
H  4.85012  1.16702  -0.11264  0.091
H  4.20142  2.81020  -0.28226  0.104
C  6.80557  -0.45463  0.27778  -0.760
O  7.85267  -0.16618  -0.30415  0.015
N  6.64335  -0.22479  1.57408  0.163
N  5.81079  -1.14125  -0.27337  0.156
H  5.72523  -0.06797  1.97711  0.058
H  7.39423  0.32926  1.95782  0.114
H  6.19033  -1.55254  -1.11665  0.123
H  5.06082  -1.61339  0.19639  0.083
C  -4.64276  -2.87770  1.92067  -0.729
O  -3.60220  -3.49257  1.92632  0.033
N  -5.20192  -2.22241  2.95401  0.154
N  -5.43295  -2.80401  0.85275  0.161
H  -6.09590  -1.76577  2.99768  0.086
H  -4.84955  -2.32046  3.89263  0.106
H  -5.33587  -3.35593  0.01907  0.111
H  -6.10770  -2.05818  0.80679  0.094
C  -1.98491  5.30965  0.64310  -0.724
O  -2.85679  5.20063  -0.19736  0.038
N  -1.22734  4.25052  0.99415  0.153
N  -1.65394  6.46648  1.26072  0.147
H  -1.18002  3.40619  0.44388  0.085
H  -0.52640  4.40666  1.69895  0.079
H  -0.95439  6.47898  1.97865  0.091
H  -2.26867  7.20045  0.94819  0.110

HOMO-LUMO gap in eV: 8.643
Energy relative to the best compared isomer or geometry (same formula, charge and spin) in kJ/mol: 112.9
Energy in eV: -79892.02881
LUMO energy in eV: -0.04
Net charge: 0



6.
The following is a DFT calculation (ωB97M-V/def2-TZVPD) of 2 unconnected molecules or ions with the total composition C6H13FNO in a non-equilibrium geometry.

Last column: Löwdin spin population.
CARTESIAN COORDINATES (ANGSTROEM)
C  3.44537  -0.69131  -1.33702  1.207
C  -2.27275  0.99573  -0.61130  0.000
C  -0.78159  0.56464  2.09010  0.000
C  -2.02197  -0.35077  0.12028  0.000
C  0.52544  -0.08615  0.22846  0.015
C  -0.70059  -0.40933  0.92494  0.002
N  0.80217  0.02449  -1.00068  0.056
O  4.43545  -1.48500  -1.43800  0.369
F  3.73008  0.23958  -0.44940  0.283
H  -1.67832  1.77194  -0.16947  0.000
H  -3.29229  1.26333  -0.55344  0.000
H  -1.93603  0.96437  -1.65066  0.000
H  0.16402  0.51814  2.58696  0.000
H  -1.08073  1.49351  1.66520  0.000
H  -1.54182  0.00486  2.64313  0.000
H  -2.97962  -0.68056  0.67729  0.000
H  -2.10394  -1.15558  -0.66823  0.000
H  1.38687  0.27345  0.79881  0.001
H  -0.57392  -1.38907  1.34771  0.001
H  1.83644  0.19779  -1.25059  0.047
H  4.47847  -2.02887  -2.15604  0.017
H  0.15926  -0.03518  -1.79802  0.001

HOMO-LUMO gap (alpha / beta) in eV: 6.804 / 9.044
2S+1: 3
Energy in eV: -12675.13907
LUMO energy (alpha / beta) in eV: -4.33 / -6.25
Net charge: +1